54
Properties=species:S:1:pos:R:3 method="wB97M-V/def2-TZVPD" multiplicity=1 e_homo_ha=-0.3343 energy_ha=-1549.45684 smiles="COc1ccc(C(=O)NC2CCCCCC2)cc1S(=O)(=O)N1CCCC1"
C -0.350 -3.762 3.341
H 0.122 -4.248 2.481
H 0.420 -3.345 3.996
O -1.275 -2.776 2.937
C -0.826 -1.661 2.327
C -1.749 -0.635 2.108
C -1.378 0.521 1.461
C -0.083 0.688 0.974
C 0.845 -0.319 1.216
C 0.486 -1.473 1.889
H 1.236 -2.227 2.072
H 1.876 -0.205 0.912
C 0.246 1.964 0.265
O -0.339 3.002 0.500
N 1.220 1.857 -0.665
H 1.640 0.963 -0.853
C 1.694 2.981 -1.439
C 3.124 3.384 -1.043
C 4.105 2.239 -0.780
C 4.177 1.129 -1.839
C 3.802 1.548 -3.261
C 2.294 1.541 -3.515
H 1.870 0.613 -3.124
C 1.538 2.739 -2.945
H 1.865 3.645 -3.460
H 0.475 2.607 -3.160
H 2.124 1.534 -4.595
H 4.216 2.531 -3.487
H 4.259 0.836 -3.953
H 3.536 0.290 -1.554
H 5.199 0.742 -1.847
H 5.094 2.693 -0.679
H 3.869 1.786 0.186
H 3.516 4.035 -1.825
H 3.073 3.976 -0.127
H 1.028 3.811 -1.172
H -2.100 1.314 1.346
S -3.453 -0.744 2.706
O -3.974 0.589 2.702
O -3.491 -1.490 3.926
N -4.340 -1.592 1.577
C -3.991 -2.981 1.379
H -3.475 -3.336 2.268
H -4.916 -3.551 1.252
C -3.136 -3.038 0.095
H -3.460 -3.857 -0.544
H -2.085 -3.194 0.334
C -3.347 -1.672 -0.584
H -2.427 -1.087 -0.567
H -3.666 -1.775 -1.619
C -4.429 -0.988 0.267
H -4.303 0.088 0.365
H -5.425 -1.194 -0.137
H -0.934 -4.495 3.895

57
Properties=species:S:1:pos:R:3 method="wB97M-V/def2-TZVPD" multiplicity=1 e_homo_ha=-0.3416 energy_ha=-1329.35383 smiles="Cc1cncc(C(=O)N[C@@H](C)CCNC(=O)[C@@H]2CCCN2Cc2nnn(C)n2)c1"
C -0.219 3.634 3.748
C -1.519 3.322 3.067
C -2.622 4.162 3.193
N -3.819 3.917 2.669
C -3.973 2.783 1.995
C -2.943 1.872 1.792
C -3.243 0.606 1.051
O -4.358 0.101 1.082
N -2.220 0.076 0.348
C -2.320 -1.206 -0.342
C -3.196 -1.085 -1.584
C -0.918 -1.685 -0.707
C -0.040 -2.134 0.452
N 0.190 -1.061 1.445
C 1.330 -1.257 2.264
O 2.421 -0.844 1.963
C 1.083 -1.912 3.622
C 1.115 -3.459 3.510
C -0.275 -3.915 3.977
C -0.733 -2.769 4.863
N -0.247 -1.602 4.133
C -0.329 -0.343 4.841
C -1.731 0.169 4.927
N -2.051 1.289 5.601
N -3.334 1.459 5.427
N -3.742 0.467 4.679
C -5.125 0.311 4.268
N -2.782 -0.375 4.337
C -1.696 2.159 2.331
H -0.058 4.710 3.822
H -0.225 3.228 4.762
H 0.624 3.199 3.210
H -2.528 5.085 3.757
H -4.953 2.580 1.578
H -1.315 0.516 0.392
H -2.787 -1.916 0.350
H -3.332 -2.064 -2.048
H -4.174 -0.687 -1.320
H -2.728 -0.419 -2.312
H -1.022 -2.529 -1.392
H -0.408 -0.891 -1.262
H -0.486 -3.015 0.929
H 0.933 -2.430 0.054
H -0.603 -1.095 2.088
H 1.881 -1.563 4.288
H 1.350 -3.795 2.500
H 1.894 -3.850 4.163
H -0.957 -4.013 3.131
H -0.247 -4.870 4.500
H -1.813 -2.717 4.988
H -0.267 -2.834 5.860
H 0.088 -0.408 5.858
H 0.268 0.402 4.308
H -5.177 0.327 3.180
H -5.503 -0.638 4.642
H -5.678 1.139 4.700
H -0.863 1.472 2.208

72
Properties=species:S:1:pos:R:3 method="wB97M-V/def2-TZVPD" multiplicity=1 e_homo_ha="-0.1355 / -0.1354" total_charge=-1 energy_ha=-3809.32972
Pd 0.951 -0.518 0.112
F 4.919 -1.044 -1.416
C 3.742 -0.675 -0.894
F 3.854 0.622 -0.583
F 2.837 -0.781 -1.861
S 3.329 -1.718 0.630
O 2.323 -2.658 0.242
O 4.590 -2.279 1.000
N 2.842 -0.594 1.618
S 1.887 -1.134 2.742
O 0.641 -1.724 2.349
O 2.580 -1.801 3.799
C 1.407 0.536 3.455
F 2.406 1.414 3.477
F 0.961 0.426 4.720
F 0.409 1.049 2.739
C -4.505 -0.787 -0.878
N -3.768 0.448 -0.676
C -3.949 0.881 0.696
N -3.569 -0.118 1.680
C -4.321 -1.330 1.419
N -4.159 -1.835 0.065
C -2.814 -2.320 -0.156
P -1.476 -1.009 0.030
C -2.364 0.278 -1.009
C -2.135 -0.357 1.670
H -4.309 -1.143 -1.892
H -5.576 -0.572 -0.770
H -5.016 1.100 0.838
H -3.367 1.790 0.867
H -5.387 -1.116 1.574
H -4.011 -2.101 2.130
H -2.733 -2.739 -1.162
H -2.600 -3.098 0.578
H -2.295 -0.012 -2.061
H -1.834 1.227 -0.887
H -1.627 0.587 1.879
H -1.882 -1.081 2.453
C 0.512 4.881 0.528
C 1.421 3.754 0.032
C 2.861 4.019 0.489
O 1.025 2.520 0.635
B 1.052 1.507 -0.296
O 1.280 2.016 -1.547
C 1.295 3.445 -1.502
C -0.030 3.923 -2.115
C 2.450 3.953 -2.358
H 0.652 5.008 1.598
H -0.532 4.643 0.351
H 0.755 5.814 0.026
H 2.871 4.091 1.575
H 3.255 4.941 0.068
H 3.490 3.178 0.209
H -0.875 3.530 -1.555
H -0.098 3.534 -3.128
H -0.087 5.009 -2.140
H 3.383 3.505 -2.035
H 2.520 5.039 -2.305
H 2.270 3.659 -3.389
C -0.828 -5.196 0.555
C 0.029 -4.573 -0.501
C 1.033 -5.297 -1.141
C 1.777 -4.614 -2.087
N 1.513 -3.374 -2.445
C 0.516 -2.763 -1.803
S 0.016 -1.217 -2.365
N -0.221 -3.319 -0.831
H -0.740 -6.280 0.545
H -1.865 -4.920 0.393
H -0.517 -4.814 1.527
H 1.222 -6.333 -0.902
H 2.610 -5.086 -2.601

51
Properties=species:S:1:pos:R:3 method="wB97M-V/def2-TZVPD" multiplicity=1 e_homo_ha=-0.3926 total_charge=+1 energy_ha=-895.91911
C 2.616 3.780 4.496
O 3.424 2.719 3.961
C 4.521 3.140 3.169
C 4.926 2.106 2.131
C 5.458 2.543 0.916
C 5.950 1.614 -0.001
C 5.911 0.242 0.287
C 6.498 -0.745 -0.679
C 5.309 -0.184 1.480
C 4.827 0.739 2.414
H 1.981 3.352 5.287
H 3.172 4.633 4.944
H 1.984 4.204 3.689
H 4.334 4.125 2.711
H 5.485 3.616 0.722
H 6.421 1.962 -0.919
H 6.367 -1.773 -0.322
H 6.058 -0.679 -1.685
H 7.575 -0.565 -0.797
H 5.272 -1.245 1.721
H 4.367 0.432 3.355
C 7.988 1.909 7.018
C 6.737 2.769 7.098
N 6.997 4.267 7.119
C 5.640 4.933 7.204
C 5.686 6.452 7.178
C 8.009 4.732 8.089
C 7.899 4.617 9.472
C 8.953 5.123 10.270
C 10.067 5.720 9.689
C 10.144 5.821 8.296
C 9.116 5.318 7.517
B 7.985 4.846 5.887
H 5.334 3.233 3.853
H 7.709 0.868 7.236
H 8.438 1.953 6.017
H 8.731 2.203 7.767
H 6.084 2.550 6.232
H 6.147 2.525 7.995
H 5.030 4.564 6.359
H 5.151 4.563 8.118
H 4.711 6.838 7.507
H 6.440 6.843 7.871
H 5.893 6.827 6.165
H 7.036 4.152 9.953
H 8.886 5.038 11.352
H 10.883 6.109 10.298
H 10.982 6.276 7.782
H 9.199 5.394 6.392
H 7.501 5.805 5.408
H 8.407 3.932 5.283

59
Properties=species:S:1:pos:R:3 method="wB97M-V/def2-TZVPD" multiplicity=1 e_homo_ha=-0.2920 energy_ha=-4603.74440 smiles="C#CCc1c(C[C@H](C)F)c(P(C)C)c2c(c1P(O)Br)C(=O)NC2=O.CO.CO.CO"
C -2.989 3.210 -1.035
C -1.670 3.173 -0.882
C -0.038 3.101 -0.858
C 0.342 1.586 -0.464
C 0.224 0.375 -1.520
C -0.231 0.654 -3.035
C -1.841 0.475 -3.290
C -2.376 1.830 -4.046
F -2.563 0.293 -2.017
C 0.556 -1.100 -1.065
P 0.452 -2.692 -2.034
C 0.190 -2.541 -3.880
C -1.043 -3.675 -1.307
C 1.052 -1.242 0.460
C 1.227 -0.094 1.526
C 0.838 1.360 1.047
P 1.032 2.765 2.320
O 2.582 2.511 3.084
Br -0.541 2.656 3.950
C 1.777 -0.678 2.915
O 1.859 -0.193 4.084
N 2.180 -2.084 2.552
C 1.519 -2.541 1.277
O 1.415 -3.779 0.947
H -4.052 2.936 -1.405
H 0.364 3.421 -1.907
H 0.323 3.903 -0.122
H 0.416 0.140 -3.843
H -0.045 1.796 -3.216
H -2.102 -0.389 -3.999
H -1.961 2.794 -3.570
H -3.526 1.868 -4.127
H -1.936 1.791 -5.125
H 1.154 -2.071 -4.344
H -0.766 -2.010 -4.239
H 0.140 -3.617 -4.330
H -1.825 -2.874 -0.997
H -1.495 -4.353 -2.136
H -0.706 -4.297 -0.381
H 2.426 2.840 4.010
H 3.211 -2.173 2.582
C -0.145 6.130 6.203
O 1.022 5.447 5.775
H 0.035 7.205 6.144
H -0.984 5.867 5.554
H -0.372 5.858 7.237
H 0.835 4.498 5.838
C -2.039 -1.055 3.760
O -2.251 -0.949 2.361
H -2.520 -1.966 4.122
H -0.967 -1.106 3.966
H -2.477 -0.190 4.264
H -1.815 -0.135 2.067
C 3.210 -5.474 -2.829
O 2.059 -5.259 -3.630
H 2.934 -5.365 -1.779
H 3.594 -6.483 -3.000
H 3.976 -4.735 -3.080
H 2.330 -5.361 -4.553

55
Properties=species:S:1:pos:R:3 method="wB97M-V/def2-TZVPD" multiplicity=1 e_homo_ha=-0.2851 energy_ha=-1529.58028 smiles="CC[C@H]1CCCCN1CCNS(=O)(=O)c1ccc2c(c1)CCN2C(C)=O"
C 0.671 6.037 -0.789
C 1.937 5.192 -0.875
H 2.549 5.541 -1.707
H 2.516 5.321 0.041
C 1.637 3.689 -1.026
N 2.768 2.929 -0.513
C 2.475 1.798 0.322
H 1.742 2.119 1.070
C 1.896 0.532 -0.350
N 1.253 -0.344 0.609
S -0.214 0.221 1.223
O -0.033 0.643 2.586
O -0.771 1.148 0.283
C -1.161 -1.288 1.210
C -1.668 -1.748 0.010
C -2.382 -2.936 -0.044
C -2.568 -3.638 1.138
C -2.054 -3.162 2.350
C -1.343 -1.984 2.394
H -0.940 -1.582 3.310
C -2.406 -4.102 3.463
H -1.509 -4.504 3.936
H -2.991 -3.598 4.233
C -3.219 -5.201 2.755
N -3.246 -4.838 1.340
C -3.857 -5.580 0.366
O -3.854 -5.253 -0.801
C -4.536 -6.839 0.854
H -4.989 -7.334 0.000
H -3.815 -7.512 1.314
H -5.308 -6.604 1.582
H -4.240 -5.254 3.144
H -2.754 -6.183 2.879
H -2.785 -3.308 -0.971
H -1.507 -1.158 -0.877
H 1.858 -0.575 1.385
H 2.669 -0.039 -0.871
H 1.115 0.815 -1.054
H 3.396 1.525 0.852
C 3.882 2.808 -1.426
C 3.502 2.320 -2.828
C 2.450 3.260 -3.405
C 1.246 3.323 -2.469
H 0.527 4.056 -2.837
H 0.746 2.352 -2.468
H 2.884 4.255 -3.523
H 2.133 2.918 -4.393
H 3.100 1.307 -2.778
H 4.391 2.304 -3.461
H 4.623 2.140 -0.978
H 4.342 3.799 -1.521
H 0.782 3.457 -0.383
H 0.079 5.950 -1.697
H 0.925 7.085 -0.649
H 0.057 5.715 0.049

60
Properties=species:S:1:pos:R:3 method="wB97M-V/def2-TZVPD" multiplicity=1 e_homo_ha=-0.1961 total_charge=-1 energy_ha=-1562.45564
O -6.109 -1.560 -2.487
O 4.005 4.359 5.969
O 4.352 -0.245 0.533
O 3.132 -0.425 5.287
O 2.479 0.601 -0.277
N -4.960 -2.524 -4.103
O -3.701 -3.460 -5.822
O 1.743 0.858 -2.681
O 1.011 -1.801 -3.218
C -5.036 -1.618 -3.071
C 3.866 3.208 5.583
C 3.189 0.184 0.669
C 2.300 0.471 5.221
C -3.840 -2.584 -4.771
C -1.774 0.194 -3.189
C -2.808 -0.806 -3.457
C -2.697 -1.719 -4.486
C -0.509 -0.048 -2.682
N 1.305 0.477 6.114
N -3.990 -0.775 -2.710
N 2.842 2.916 4.781
C -4.904 -3.890 -6.467
C 4.849 2.152 6.037
C -1.481 -1.810 -5.394
C 0.372 1.155 -2.442
C -0.021 -1.431 -2.306
C 0.252 1.479 6.262
C -4.122 0.140 -1.566
C 2.582 0.212 2.078
C 3.237 1.305 2.935
C 2.416 1.628 4.198
H 2.181 0.725 -1.779
H 1.668 -1.072 -3.220
H -2.062 1.225 -3.369
H 1.316 -0.302 6.756
H 2.313 3.727 4.510
H -5.507 -3.033 -6.783
H -5.504 -4.513 -5.794
H -4.657 -4.483 -7.352
H 4.373 1.502 6.767
H 5.707 2.643 6.491
H 5.184 1.564 5.185
H -0.769 -0.997 -5.236
H -1.789 -1.767 -6.443
H -0.958 -2.756 -5.223
H 0.254 1.489 -1.406
H 0.071 1.982 -3.093
H -0.826 -2.171 -2.337
H 0.374 -1.412 -1.285
H -0.359 1.517 5.358
H -0.385 1.221 7.109
H 0.693 2.461 6.443
H -3.206 0.150 -0.967
H -4.932 -0.157 -0.892
H -4.327 1.156 -1.918
H 1.510 0.413 2.006
H 2.707 -0.759 2.561
H 3.300 2.215 2.335
H 4.249 1.004 3.203
H 1.402 1.788 3.835

51
Properties=species:S:1:pos:R:3 method="wB97M-V/def2-TZVPD" multiplicity=1 e_homo_ha=-0.2953 energy_ha=-946.62922 smiles="CCN(CC)CCCOC(=O)C1(c2ccccc2)CCCC1"
C -5.333 -1.427 1.425
H -5.074 -0.807 2.280
H -4.664 -2.282 1.404
H -6.348 -1.791 1.563
C -5.259 -0.616 0.123
N -4.021 0.068 -0.167
C -2.968 -0.699 -0.783
C -2.313 -1.809 0.068
C -0.912 -2.157 -0.433
H -0.898 -2.230 -1.525
H -0.569 -3.098 0.007
O 0.032 -1.172 -0.016
C 0.491 -0.303 -0.919
O 0.167 -0.294 -2.078
C 1.474 0.665 -0.265
C 2.714 -0.109 0.133
C 3.540 0.327 1.162
C 4.696 -0.362 1.483
C 5.051 -1.498 0.778
C 4.248 -1.930 -0.263
C 3.094 -1.239 -0.585
H 2.488 -1.580 -1.412
H 4.522 -2.808 -0.830
H 5.952 -2.037 1.031
H 5.323 -0.007 2.289
H 3.292 1.219 1.717
C 0.754 1.367 0.914
C 1.023 2.859 0.731
H 1.991 3.131 1.155
C 1.063 3.020 -0.785
H 0.051 2.985 -1.190
H 1.526 3.954 -1.099
C 1.855 1.799 -1.245
H 2.926 1.995 -1.177
H 1.620 1.511 -2.269
H 0.257 3.475 1.201
H -0.319 1.185 0.843
H 1.086 0.984 1.877
H -2.920 -2.714 0.038
H -2.230 -1.483 1.106
H -3.370 -1.149 -1.696
H -2.195 0.008 -1.089
C -3.591 1.055 0.802
C -3.088 2.323 0.110
H -3.869 2.728 -0.528
H -2.220 2.114 -0.510
H -2.813 3.070 0.851
H -4.449 1.321 1.422
H -2.805 0.671 1.472
H -6.046 0.147 0.152
H -5.471 -1.276 -0.722